The following is a quantum chemistry calculation of a 12-piece molecular cluster, C48H65N7O15 overall, from OMol25.

XYZ file:
```
135
Properties=species:S:1:pos:R:3:forces:R:3
C -7.148 -7.340 -12.995 -0.57 -0.17 -0.59
C -5.979 -8.192 -13.434 0.03 0.14 0.96
C -5.278 -7.703 -14.704 -0.64 -0.96 -0.69
O -3.938 -7.500 -14.312 0.33 0.53 -0.11
C -3.823 -7.546 -12.968 -0.52 -0.33 -0.24
O -2.868 -7.189 -12.365 0.29 -0.04 0.28
O -4.948 -8.072 -12.428 0.38 0.17 0.00
H -6.812 -6.308 -12.893 -0.19 0.09 -0.24
H -7.676 -7.598 -12.076 0.54 -0.43 0.18
H -7.914 -7.463 -13.767 0.05 0.55 -0.10
H -6.220 -9.253 -13.512 -0.14 0.07 0.01
H -5.712 -6.818 -15.178 0.13 0.27 0.48
H -5.329 -8.492 -15.458 0.25 0.07 0.04
C -13.030 -6.045 -17.871 -0.31 0.23 0.14
C -11.897 -6.776 -17.202 0.31 -0.21 -0.30
C -10.524 -6.483 -17.790 -0.05 -0.32 -1.00
O -9.667 -6.444 -16.661 0.49 0.19 0.00
C -10.401 -6.212 -15.562 -1.05 0.35 0.24
O -10.017 -5.856 -14.499 0.50 -0.23 0.09
O -11.724 -6.404 -15.827 0.02 -0.01 -0.26
H -13.986 -6.182 -17.366 0.10 -0.18 0.14
H -13.169 -6.396 -18.895 0.18 -0.02 -0.02
H -12.840 -4.970 -17.889 0.11 -0.02 -0.04
H -12.007 -7.859 -17.267 -0.53 0.03 0.22
H -10.498 -5.556 -18.372 0.07 0.25 0.43
H -10.197 -7.271 -18.470 0.09 -0.09 0.18
C -10.578 -9.477 -13.668 0.34 0.67 0.07
C -9.917 -10.187 -14.826 -0.84 -0.60 0.62
C -10.613 -10.140 -16.208 1.06 -0.87 1.63
O -9.463 -10.130 -17.066 -0.61 -0.13 -0.54
C -8.351 -9.808 -16.367 -0.44 0.87 -0.27
O -7.294 -9.621 -16.870 0.56 -0.13 -0.16
O -8.654 -9.590 -15.087 0.57 0.12 0.13
H -10.050 -9.657 -12.730 0.10 -0.20 -0.11
H -11.624 -9.727 -13.492 -0.02 -0.24 -0.36
H -10.485 -8.401 -13.848 -0.26 0.02 0.03
H -9.691 -11.228 -14.567 -0.26 0.00 -0.04
H -11.272 -9.284 -16.311 0.14 0.06 -0.32
H -11.131 -11.091 -16.289 -0.30 0.22 -0.54
C -14.119 -7.505 -13.660 0.65 -0.45 0.73
C -14.978 -7.332 -12.414 -0.04 0.01 -1.09
C -15.711 -5.980 -12.386 0.65 -0.96 0.28
O -16.984 -6.364 -11.856 0.09 0.63 -0.20
C -17.203 -7.663 -12.178 -0.58 -0.16 -0.08
O -18.281 -8.167 -12.226 0.22 0.03 0.24
O -16.049 -8.289 -12.454 -0.14 0.16 0.00
H -13.873 -8.543 -13.901 -0.19 -0.15 0.48
H -13.157 -7.048 -13.416 -0.05 0.40 -0.61
H -14.594 -7.139 -14.568 0.06 0.50 0.16
H -14.437 -7.462 -11.478 0.17 -0.21 -0.12
H -15.797 -5.548 -13.382 -0.30 0.01 -0.01
H -15.149 -5.306 -11.744 -0.52 0.23 0.22
C -12.086 -13.763 -18.033 1.12 -0.61 -0.72
C -10.729 -14.419 -18.289 0.55 1.37 0.47
C -9.975 -13.696 -19.422 -0.50 -0.23 -0.41
O -8.729 -13.353 -18.850 0.47 -0.18 -0.25
C -8.707 -13.614 -17.532 0.13 0.75 -0.54
O -7.766 -13.375 -16.846 -0.06 -0.18 0.44
O -9.898 -14.082 -17.132 -0.19 -0.59 0.11
H -11.900 -12.689 -18.073 -0.21 0.07 0.02
H -12.451 -14.027 -17.051 -0.52 -0.38 -0.24
H -12.704 -14.051 -18.884 -0.56 0.10 0.40
H -10.671 -15.499 -18.407 -0.48 -0.04 0.12
H -10.478 -12.786 -19.755 0.00 0.02 0.21
H -9.832 -14.305 -20.316 0.20 -0.15 0.20
N -9.285 -10.529 -21.768 -0.12 -0.24 0.27
C -9.571 -10.534 -20.431 -0.55 1.47 0.06
C -10.891 -10.073 -20.280 2.08 -0.78 0.65
C -11.376 -9.872 -21.566 -1.44 0.17 -1.36
C -10.400 -10.177 -22.482 0.72 0.28 0.45
H -8.353 -10.579 -22.159 0.04 -0.28 0.18
H -8.799 -10.603 -19.681 0.04 -0.33 -0.10
H -11.309 -9.850 -19.312 -0.36 -0.13 -0.07
H -12.377 -9.577 -21.851 0.06 0.05 0.11
H -10.325 -10.089 -23.552 -0.31 -0.05 -0.02
N -12.932 -12.554 -15.019 0.34 -0.79 0.83
C -13.928 -11.785 -15.569 0.05 0.56 0.67
C -14.535 -11.118 -14.510 -0.21 -0.56 -0.22
C -13.945 -11.592 -13.319 0.52 -0.23 0.71
C -12.964 -12.485 -13.653 -0.60 0.61 -0.31
H -12.198 -13.128 -15.394 -0.30 0.10 -0.81
H -14.173 -11.818 -16.616 0.19 0.14 -0.07
H -15.397 -10.472 -14.488 0.02 0.05 -0.48
H -14.170 -11.358 -12.289 -0.30 0.22 -0.16
H -12.349 -13.112 -13.042 0.20 0.10 -0.07
N -7.072 -5.757 -19.008 0.01 -0.63 0.06
C -6.498 -6.518 -18.023 -0.40 0.45 0.34
C -5.186 -6.727 -18.355 -0.33 -0.25 -0.28
C -5.011 -6.194 -19.663 0.30 0.12 0.19
C -6.188 -5.594 -20.029 0.12 0.27 -0.45
H -8.021 -5.437 -18.999 -0.07 0.00 -0.04
H -7.148 -6.850 -17.229 0.39 0.05 0.31
H -4.425 -7.205 -17.763 -0.11 -0.20 0.01
H -4.109 -6.305 -20.242 -0.04 0.29 -0.09
H -6.485 -5.060 -20.918 0.17 0.00 -0.01
N -11.895 -7.747 -8.375 -0.76 -0.51 -0.81
C -10.948 -6.986 -8.978 0.28 0.82 0.14
C -11.053 -7.128 -10.345 0.79 0.30 0.92
C -12.061 -8.073 -10.556 -0.70 -0.62 -0.69
C -12.618 -8.410 -9.352 0.45 -0.05 0.61
H -12.134 -7.738 -7.403 0.12 0.00 0.12
H -10.315 -6.368 -8.359 0.06 0.04 -0.24
H -10.455 -6.604 -11.072 0.05 -0.15 -0.07
H -12.300 -8.521 -11.510 -0.23 0.11 0.05
H -13.407 -9.093 -9.083 0.02 -0.01 -0.08
N -6.001 -8.968 -20.949 -0.21 0.30 0.91
C -5.856 -9.374 -22.229 -0.04 0.32 -0.75
C -5.754 -10.737 -22.237 -0.12 -0.68 -0.12
C -5.823 -11.167 -20.895 -0.80 0.41 0.81
C -6.000 -10.038 -20.102 0.38 -1.04 -0.70
H -6.149 -8.014 -20.652 0.24 0.01 -0.02
H -5.823 -8.661 -23.038 -0.02 -0.03 0.04
H -5.692 -11.410 -23.078 0.18 0.26 -0.17
H -5.933 -12.179 -20.540 0.37 -0.03 0.02
H -6.073 -9.992 -19.028 -0.15 0.37 -0.02
N -3.707 -12.152 -15.481 -0.56 -0.23 -1.26
C -4.585 -11.349 -16.181 0.43 0.34 0.89
C -3.823 -10.377 -16.788 0.01 -0.29 -0.56
C -2.456 -10.727 -16.616 -0.12 -0.17 0.02
C -2.422 -11.870 -15.860 0.15 0.33 1.02
H -4.024 -12.859 -14.846 0.24 -0.33 -0.13
H -5.630 -11.612 -16.181 -0.10 0.45 0.07
H -4.121 -9.530 -17.384 -0.39 -0.18 -0.06
H -1.634 -10.178 -17.042 0.15 -0.14 0.09
H -1.619 -12.460 -15.448 0.14 0.19 -0.09
N -9.049 -12.636 -11.673 0.10 0.24 -0.91
C -7.896 -12.385 -12.379 -0.20 0.00 0.26
C -7.996 -13.040 -13.581 1.26 -0.02 0.14
C -9.187 -13.776 -13.573 -0.91 0.22 -0.57
C -9.880 -13.401 -12.458 0.18 -0.90 1.35
H -9.214 -12.369 -10.722 -0.15 0.16 0.00
H -7.104 -11.806 -11.934 0.00 0.08 -0.15
H -7.259 -13.069 -14.367 0.03 0.06 0.06
H -9.495 -14.495 -14.316 -0.15 0.21 -0.10
H -10.794 -13.779 -12.034 0.03 -0.04 -0.03
```
Positions in Å, forces in eV/Å.

Output
Orbital gap: 0.2913 Ha
Charge: 0
SMILES: C[C@H]1COC(=O)O1.C[C@H]1COC(=O)O1.C[C@H]1COC(=O)O1.C[C@H]1COC(=O)O1.C[C@H]1COC(=O)O1.c1cc[nH]c1.c1cc[nH]c1.c1cc[nH]c1.c1cc[nH]c1.c1cc[nH]c1.c1cc[nH]c1.c1cc[nH]c1
LUMO energy: 0.161 eV

The following is a quantum chemistry calculation of C48H68FO7Ti as an isolated structure, from OMol25.

XYZ file:
```
125
Properties=species:S:1:pos:R:3:forces:R:3
Ti 0.427 0.269 -0.395 1.15 0.57 -0.83
C 3.864 0.592 -1.407 0.17 0.00 -0.05
O 2.485 0.528 -1.024 -0.34 0.27 -0.02
C 1.733 1.727 -1.347 0.48 0.53 -0.42
C 1.479 1.909 -2.763 -0.08 -0.25 0.04
C 0.850 0.799 -3.587 0.17 0.00 0.08
C 1.381 -0.613 -3.431 -0.32 0.05 0.13
C 2.375 -1.114 -4.263 0.03 -0.04 0.01
C 2.791 -2.438 -4.186 0.03 0.05 -0.02
C 2.137 -3.262 -3.270 -0.03 0.03 0.01
C 1.143 -2.805 -2.419 -0.15 -0.02 0.09
C 0.395 -3.774 -1.528 0.04 0.12 0.02
C 0.648 -3.840 -0.028 0.03 0.13 -0.07
C 0.302 -5.008 0.635 -0.02 0.05 -0.02
C 0.416 -5.145 2.016 0.00 0.03 0.04
C 0.773 -4.019 2.746 -0.06 -0.02 -0.04
C 1.130 -2.823 2.129 0.03 0.19 -0.07
C 1.403 -1.610 3.002 0.06 0.00 -0.15
C 2.416 -0.578 2.560 -0.20 -0.02 0.00
C 3.748 -0.663 2.937 -0.06 0.06 -0.02
C 4.677 0.329 2.623 0.04 0.00 0.00
C 4.210 1.459 1.957 0.00 -0.04 0.00
C 2.887 1.576 1.553 -0.32 0.07 -0.01
C 2.338 2.839 0.918 0.04 -0.14 -0.11
C 2.152 2.892 -0.593 0.04 -0.16 0.23
C 2.366 4.080 -1.247 -0.04 -0.03 -0.02
C 2.239 4.221 -2.639 -0.07 -0.05 -0.02
C 1.727 3.128 -3.350 0.00 0.09 0.04
C 2.742 5.487 -3.319 0.00 0.11 -0.06
C 2.012 6.720 -2.769 0.00 -0.08 0.01
C 2.544 5.451 -4.836 -0.01 -0.03 0.11
C 4.250 5.616 -3.039 -0.04 0.00 -0.02
C 2.002 0.528 1.815 0.85 0.17 0.62
O 0.749 0.603 1.320 0.52 0.31 2.38
C 6.140 0.149 3.020 0.05 -0.04 0.03
C 6.697 -1.090 2.300 -0.02 0.06 0.04
C 6.241 -0.045 4.541 -0.02 0.02 -0.09
C 7.002 1.352 2.635 -0.08 -0.05 0.02
C 1.131 -2.780 0.738 0.11 -0.28 0.13
O 1.769 -1.721 0.091 -0.23 -0.34 0.20
C 3.118 -2.098 -0.238 0.12 0.13 -0.07
C 0.190 -6.509 2.662 -0.04 -0.10 0.04
C 0.463 -6.493 4.168 -0.03 0.03 -0.10
C -1.256 -6.969 2.435 0.07 0.04 0.00
C 1.157 -7.519 2.020 -0.04 0.02 0.05
C 0.787 -1.451 -2.479 0.47 -0.38 -0.76
O -0.111 -0.920 -1.626 -0.67 -1.67 -1.59
C 3.889 -3.018 -5.076 0.04 -0.04 -0.03
C 4.508 -1.962 -5.993 -0.05 -0.04 0.06
C 5.003 -3.599 -4.191 -0.07 0.04 -0.04
C 3.296 -4.132 -5.953 0.04 0.06 0.04
H 4.178 1.633 -1.478 -0.09 0.06 0.02
H 4.001 0.106 -2.376 -0.07 -0.01 0.01
H 4.462 0.096 -0.645 -0.06 0.06 0.00
H 0.912 1.081 -4.639 0.02 0.00 0.00
H -0.213 0.776 -3.322 -0.01 0.03 -0.08
H 2.812 -0.438 -4.988 0.00 -0.02 -0.01
H 2.403 -4.312 -3.209 0.00 -0.01 -0.01
H 0.540 -4.778 -1.930 0.00 0.00 -0.01
H -0.671 -3.550 -1.619 0.00 -0.10 0.00
H -0.052 -5.841 0.039 0.02 -0.02 0.00
H 0.801 -4.056 3.828 0.04 0.00 0.00
H 1.690 -1.966 3.993 -0.01 -0.02 0.00
H 0.441 -1.102 3.113 0.01 -0.02 0.07
H 4.053 -1.540 3.498 0.04 0.02 0.02
H 4.881 2.282 1.739 -0.01 0.00 0.01
H 2.971 3.678 1.210 0.00 0.01 0.00
H 1.350 3.008 1.362 0.03 0.10 0.02
H 2.690 4.931 -0.658 0.04 -0.03 0.01
H 1.533 3.223 -4.411 0.03 -0.03 -0.01
H 0.939 6.637 -2.950 -0.01 0.03 0.01
H 2.377 7.623 -3.263 0.00 0.01 0.02
H 2.168 6.836 -1.696 -0.01 0.01 0.00
H 1.486 5.371 -5.095 0.01 -0.01 -0.04
H 3.083 4.615 -5.286 -0.03 0.00 -0.04
H 2.927 6.372 -5.277 0.00 0.01 0.01
H 4.452 5.695 -1.970 0.01 0.00 0.00
H 4.653 6.505 -3.529 -0.01 0.01 0.01
H 4.782 4.743 -3.422 0.02 0.01 0.01
H 6.122 -1.983 2.545 0.01 -0.02 0.00
H 7.737 -1.264 2.584 0.00 0.00 0.00
H 6.657 -0.947 1.218 0.01 -0.02 0.00
H 5.722 -0.947 4.865 0.01 -0.01 0.02
H 5.793 0.806 5.057 0.02 -0.01 0.03
H 7.286 -0.125 4.846 0.00 -0.02 0.00
H 6.986 1.526 1.557 0.01 0.03 0.00
H 8.037 1.167 2.928 0.01 0.00 0.00
H 6.667 2.259 3.142 0.02 0.02 -0.02
H 3.204 -3.183 -0.271 -0.09 -0.02 0.02
H 3.803 -1.706 0.516 -0.04 0.02 0.02
H 3.360 -1.708 -1.222 -0.08 -0.08 0.04
H -0.234 -5.838 4.695 0.03 0.02 0.02
H 1.483 -6.169 4.381 -0.01 0.01 0.04
H 0.341 -7.500 4.568 -0.02 0.00 0.01
H -1.956 -6.274 2.901 -0.02 -0.01 -0.01
H -1.405 -7.958 2.873 -0.03 -0.01 -0.01
H -1.494 -7.025 1.372 -0.02 -0.01 0.01
H 2.188 -7.174 2.117 0.01 -0.02 -0.01
H 0.943 -7.662 0.961 0.02 0.01 -0.01
H 1.072 -8.488 2.515 -0.02 -0.01 -0.01
H 4.932 -1.136 -5.418 0.00 0.02 -0.03
H 3.772 -1.562 -6.693 0.02 0.04 0.00
H 5.313 -2.413 -6.576 0.00 0.00 0.00
H 5.432 -2.819 -3.558 0.03 -0.01 0.00
H 5.799 -4.019 -4.810 0.00 0.00 0.01
H 4.624 -4.390 -3.544 0.02 -0.01 0.01
H 2.464 -3.747 -6.545 0.00 -0.02 -0.02
H 2.925 -4.958 -5.345 -0.02 -0.02 -0.02
H 4.055 -4.523 -6.634 0.00 -0.02 0.01
O -1.109 2.990 1.772 0.05 -0.04 0.17
H -1.465 3.550 1.076 -0.03 -0.09 -0.04
H -0.861 2.172 1.319 -0.08 0.21 -0.11
O -2.228 -2.291 -0.338 -0.17 -0.05 -0.07
H -1.984 -1.884 0.502 0.09 -0.01 0.02
H -1.708 -1.795 -0.989 -0.09 -0.03 0.12
F -0.999 1.286 -0.580 -1.00 0.78 -0.04
C -3.529 -0.555 3.387 0.10 0.02 -0.18
C -3.126 -0.101 1.992 -0.06 -0.02 0.20
O -1.727 -0.297 1.756 -0.37 -0.17 0.04
H -4.612 -0.495 3.498 0.00 0.01 0.06
H -3.065 0.074 4.150 -0.02 -0.01 0.02
H -3.216 -1.587 3.546 -0.03 0.00 0.03
H -3.380 0.952 1.845 0.01 -0.01 -0.08
H -3.645 -0.694 1.242 0.04 0.06 -0.07
H -1.239 0.292 2.339 0.17 0.02 0.01
```
Positions in Å, forces in eV/Å.

Output
Multiplicity: 2
Orbital gap (spin up / spin down): 0.2524 / 0.2847 Ha
Charge: 0
⟨S²⟩: 0.8136
LUMO energy (spin up / spin down): 0.374 / -0.405 eV

Summary of energy above the lowest of the compared OMol25 structures with the same formula, charge and spin in eV
1.015, 2.608
(order as listed above)